1.
Here is 3 unconnected molecules or ions with the total composition C30H56Br3F3N3O in a non-equilibrium geometry from OMol25. Energies are from ωB97M-V with the def2-TZVPD basis set.

As for the net charge: +1. The value obtained for the orbital gap is 7.81 eV. The calculation puts the electronic energy at -256804.851 eV. The LUMO energy comes out at -4.17 eV.

Geometry as XYZ:
```
96
Properties=species:S:1:pos:R:3:forces:R:3
C -4.9005 -2.7123 -3.5827 -0.279 0.481 0.830
C -5.1180 -2.3066 -2.0255 -1.107 -0.712 -0.536
C -5.4998 -0.7613 -1.8498 -1.401 -1.362 -0.532
N -4.3516 0.1906 -1.9705 2.985 -1.924 1.489
C -3.2504 -0.1243 -1.0306 0.393 -0.209 2.739
N -1.9316 -0.4892 -1.4865 -3.868 0.980 -0.511
N -0.8027 -0.7750 -0.8657 -0.274 0.166 4.085
C -0.8200 -0.7720 0.5301 -1.850 0.417 -1.144
C 0.5706 -1.1056 1.2789 -0.769 -0.300 -1.675
C 0.5143 -2.4447 2.1519 0.834 0.459 1.560
C 1.7037 -2.3152 3.2486 -0.081 -0.629 -0.458
F 1.8916 -3.5249 3.9732 -0.856 2.023 -1.632
Br 1.3019 -0.8911 4.6125 0.075 -1.039 -0.756
C 3.1267 -1.9234 2.5916 1.677 0.064 0.994
F 3.3717 -2.5323 1.3415 -1.071 1.847 2.229
F 3.3277 -0.5057 2.5737 -0.683 -3.218 -0.999
Br 4.5383 -2.6381 3.8306 -0.695 0.657 -0.975
C -2.1404 -0.4491 1.2770 -1.041 0.571 -1.557
C -2.1678 -0.4854 2.8857 -0.543 0.758 -1.717
C -2.8973 -1.8166 3.4156 0.336 0.531 1.400
C -4.3445 -1.5876 4.0594 -0.377 -1.224 -0.443
Br -3.0960 -3.2392 2.0096 0.161 0.536 0.682
C -3.4408 -0.0856 0.5306 3.578 -1.342 -1.270
C -4.8115 0.2990 1.2304 0.670 1.126 -0.460
C -5.2543 1.7606 0.6468 0.121 0.327 1.279
C -5.3325 2.7996 1.8917 0.476 0.425 -0.970
C -3.9196 3.4484 2.2602 -0.456 0.601 1.018
O -3.3602 4.2383 1.1682 0.573 -1.379 0.741
H -3.9059 -2.2657 -3.9368 -1.412 -0.858 0.137
H -4.9419 -3.8524 -3.7152 0.366 1.812 0.194
H -5.7797 -2.2667 -4.1803 1.491 -0.649 0.788
H -4.2631 -2.6652 -1.3547 -1.024 0.713 -0.912
H -6.0459 -2.9067 -1.6902 1.401 0.985 -0.340
H -6.2149 -0.5077 -2.7193 1.143 -0.202 1.392
H -6.1184 -0.6452 -0.9010 1.200 0.238 -1.182
H -3.9607 0.0319 -2.9132 -0.350 0.483 0.376
H -1.8631 -0.5348 -2.5241 0.228 0.041 1.070
H 1.3519 -1.2894 0.4510 -1.326 0.498 1.180
H 0.8932 -0.1713 1.8415 -0.509 -1.364 -0.421
H 0.6906 -3.4046 1.5687 -0.169 1.400 0.524
H -0.4390 -2.5710 2.7578 1.246 0.222 -0.923
H -2.7675 0.4516 3.1938 0.853 -1.586 -0.298
H -1.1148 -0.3253 3.2825 -1.374 -0.579 -0.464
H -2.1948 -2.2831 4.2012 -1.208 0.643 -1.286
H -5.1550 -1.7899 3.2651 1.287 0.510 1.206
H -4.5192 -0.5542 4.4996 0.513 -1.358 -0.405
H -4.4948 -2.4231 4.8396 0.186 1.549 -1.032
H -4.6709 0.4709 2.3601 0.048 -0.660 -1.876
H -5.6259 -0.4902 1.0949 1.325 0.973 0.098
H -6.2640 1.7398 0.1237 1.403 -0.136 0.594
H -4.4556 2.1746 -0.0504 -1.184 -0.603 0.724
H -6.0216 3.6497 1.5563 0.946 -1.093 0.690
H -5.7455 2.3268 2.8426 0.370 0.550 -1.297
H -3.1507 2.6864 2.6493 -1.138 0.825 -0.691
H -4.1060 4.1910 3.1244 0.220 -1.275 -1.100
H -2.3822 4.1418 1.2433 -1.142 0.293 -0.201
C -1.3771 2.6343 -7.5127 0.147 -0.118 0.006
C -2.2511 1.9919 -6.4435 -0.178 0.045 -0.144
C -3.1930 2.9825 -5.7576 -0.010 -0.049 0.104
C -2.5025 4.1108 -4.9851 0.028 0.052 -0.097
C -1.5385 3.6542 -3.8900 -0.029 0.053 -0.047
C -2.2212 2.8633 -2.7825 0.161 0.011 0.173
H -0.7152 3.3939 -7.0904 -0.038 -0.019 -0.058
H -0.7497 1.8784 -7.9914 -0.022 0.113 -0.023
H -1.9909 3.1029 -8.2864 0.052 0.007 0.061
H -1.6187 1.4874 -5.7057 0.004 0.014 0.041
H -2.8563 1.2097 -6.9158 0.038 0.022 0.082
H -3.8536 2.4286 -5.0807 -0.030 0.047 0.002
H -3.8477 3.4320 -6.5123 0.045 -0.053 0.040
H -3.2753 4.7452 -4.5362 0.056 -0.029 -0.007
H -1.9592 4.7529 -5.6855 -0.045 -0.048 0.033
H -1.0716 4.5397 -3.4472 -0.005 -0.077 -0.045
H -0.7242 3.0609 -4.3172 -0.025 0.046 -0.031
H -3.0057 3.4620 -2.3117 -0.034 -0.128 -0.004
H -1.4965 2.5904 -2.0098 -0.044 0.009 0.042
H -2.6696 1.9370 -3.1520 -0.048 0.090 -0.087
C 7.5083 -0.9359 1.4418 -0.074 -0.133 -0.067
C 8.0890 -1.7165 2.6135 -0.041 0.126 0.110
C 9.1880 -0.9587 3.3589 0.081 -0.084 0.081
C 10.4340 -0.6345 2.5291 -0.053 0.069 -0.106
C 11.1353 -1.8430 1.9075 0.084 0.089 0.073
C 11.6732 -2.8233 2.9416 0.006 -0.134 -0.095
H 8.2637 -0.7299 0.6800 -0.059 0.023 0.030
H 6.7070 -1.5087 0.9667 0.017 0.082 -0.025
H 7.0889 0.0164 1.7785 0.049 -0.014 -0.039
H 8.4585 -2.6848 2.2634 0.031 0.020 0.030
H 7.2790 -1.9333 3.3185 0.148 -0.016 -0.055
H 9.4787 -1.5391 4.2409 0.006 0.039 -0.038
H 8.7750 -0.0186 3.7425 -0.008 -0.050 -0.025
H 11.1461 -0.1015 3.1694 -0.024 -0.041 -0.039
H 10.1680 0.0662 1.7306 -0.003 -0.011 0.051
H 11.9732 -1.4835 1.3011 -0.091 -0.007 -0.010
H 10.4629 -2.3659 1.2203 -0.008 0.050 0.013
H 12.3853 -2.3316 3.6100 -0.063 -0.040 0.003
H 12.1903 -3.6484 2.4456 -0.006 0.024 0.105
H 10.8715 -3.2526 3.5474 0.065 0.021 0.002
```
Forces are in eV/Å.

Atomic partial charges in e from the Mulliken method, atoms 1 to 2: C -0.9981; C -0.2596

=====

2.
Here is a molecular structure, C15H22AlClF4N2O7S in a non-equilibrium geometry from OMol25. Energies are from ωB97M-V with the def2-TZVPD basis set.

As for the net charge: +2. The value obtained for the orbital gap is 2.03 eV. The calculation puts the electronic energy at -74022.230 eV. The LUMO energy comes out at -9.48 eV.

Geometry as XYZ:
```
53
Properties=species:S:1:pos:R:3:forces:R:3
C -2.1540 -5.9035 1.5684 0.657 0.603 0.415
C -1.4664 -5.0634 1.0388 -0.162 -0.562 -0.113
C -0.6969 -4.1092 0.2276 -0.354 0.008 0.343
C 0.0239 -3.0719 1.0341 -0.386 -0.324 -0.117
C 1.3336 -2.7616 1.0723 0.246 -0.291 -0.256
C 2.4834 -3.3214 0.3202 0.264 0.578 0.118
C 3.1532 -2.2718 -0.5936 0.165 -0.167 -0.501
O 2.2235 -1.2398 -0.9020 -0.339 -0.111 0.940
C 2.7882 0.0219 -0.9881 -0.022 0.154 -0.459
O 3.5963 0.2656 -1.8200 0.169 0.027 0.060
C 2.2703 1.0254 -0.0003 -0.313 0.028 -0.147
C 2.5877 2.4515 -0.4223 -0.145 0.384 0.412
N 1.4671 -1.7343 1.9836 0.756 -0.169 -0.134
C 0.3125 -1.4093 2.4943 -0.087 0.283 0.222
N -0.6047 -2.2005 1.9317 -0.202 0.366 0.032
S -2.2528 -2.1080 2.3354 -0.701 -0.778 0.438
O -2.4000 -2.6337 3.6318 0.208 0.272 0.123
O -2.9940 -2.5928 1.2488 0.184 0.381 -0.437
F -2.3194 -0.5736 2.4138 -0.003 -0.091 -0.130
H -2.7109 -6.4665 2.2765 -0.958 0.365 -0.447
H -1.4070 -3.6250 -0.4452 0.074 -0.048 -0.210
H 0.0223 -4.6788 -0.3549 0.082 0.126 -0.182
H 3.2337 -3.6374 1.0447 0.020 -0.397 -0.069
H 2.1558 -4.1660 -0.2732 -0.035 -0.191 0.076
H 3.4837 -2.7744 -1.4995 0.073 0.064 -0.120
H 4.0461 -1.8535 -0.1306 0.013 0.081 0.118
H 1.1967 0.8485 0.0954 -0.086 0.070 0.101
H 2.7163 0.8216 0.9791 0.117 -0.204 -0.009
H 1.7905 2.8759 -1.0256 0.054 -0.090 -0.254
H 2.6824 3.0900 0.4537 -0.033 0.016 0.082
H 3.5260 2.5065 -0.9610 0.058 -0.069 -0.133
H 2.3561 -1.3097 2.2135 -0.055 0.192 0.080
H 0.1447 -0.6381 3.2263 -0.104 0.040 0.074
C -3.4707 3.7454 -3.0134 0.147 -0.033 0.206
C -2.3601 4.2658 -3.9118 -0.119 -0.234 -0.678
O -1.5452 5.2738 -3.3094 -0.353 0.034 0.863
C -0.4956 4.9316 -2.4891 0.064 0.015 -1.414
O 0.3050 3.9855 -2.8270 0.091 -0.067 0.303
C -0.9501 4.6469 -0.9732 0.024 0.132 0.581
F -1.9486 5.4357 -0.6309 -0.029 0.005 -0.004
F 0.0919 4.8828 -0.1808 -0.007 -0.013 -0.017
F -1.3184 3.3760 -0.7945 -0.031 0.002 -0.056
H -3.9408 4.5617 -2.4667 -0.057 0.030 -0.068
H -4.2247 3.2604 -3.6328 -0.006 0.037 -0.040
H -3.1148 3.0087 -2.2942 0.009 0.036 -0.012
H -2.8113 4.7677 -4.7661 0.073 0.069 0.007
H -1.7380 3.4631 -4.3118 0.075 0.012 0.138
H 0.0167 5.9248 -2.3448 0.221 -0.114 0.206
O -2.2756 -0.3628 5.7133 0.182 -0.033 0.070
H -2.0642 -0.3329 4.7798 -0.165 0.105 -0.006
H -2.7104 -1.2120 5.8416 -0.049 0.026 0.064
Al -1.1725 -7.9250 2.9718 0.565 -0.533 0.161
Cl 5.5020 0.2326 -3.4677 0.211 -0.023 -0.219
```
Forces are in eV/Å.

Atomic partial charges in e from the natural (NBO) method, atoms 1 to 2: C -0.3564; C 0.1140

=====

3.
Here is 12 unconnected molecules or ions with the total composition H23O12 in a non-equilibrium geometry from OMol25. Energies are from ωB97M-V with the def2-TZVPD basis set.

As for the net charge: -1. The value obtained for the orbital gap is 9.33 eV. The calculation puts the electronic energy at -24946.116 eV. The LUMO energy comes out at 2.83 eV.

Geometry as XYZ:
```
35
Properties=species:S:1:pos:R:3:forces:R:3
O -13.0220 7.3500 4.4360 1.039 -0.043 0.274
H -12.4030 6.6050 4.5650 -0.247 0.486 -0.166
O -12.9260 6.7200 6.9840 0.434 -1.108 0.263
H -13.0720 7.0700 6.0930 -0.293 -0.066 -0.529
H -12.9950 7.4840 7.5260 -0.126 0.968 0.885
O -11.6630 3.9820 4.5980 0.510 -0.192 0.522
H -11.1440 4.1850 5.3990 -0.095 -0.231 0.043
H -11.1450 4.3500 3.8780 0.169 0.033 -0.695
O -13.5700 9.7350 2.9460 0.507 0.730 -0.431
H -14.5070 9.8990 3.0200 -0.359 0.056 -0.043
H -13.4810 8.8910 3.3850 0.247 -0.292 0.149
O -10.5100 5.0920 2.2460 0.191 -0.851 -0.224
H -9.6630 5.0560 1.7890 -0.175 0.119 0.187
H -10.8050 6.0130 2.2330 0.132 0.495 -0.039
O -9.3930 6.6350 5.2040 0.643 -0.168 0.602
H -10.1200 6.9810 4.6810 -0.052 0.414 -0.371
H -8.8560 7.3990 5.4590 -0.422 -0.125 -0.290
O -11.1360 9.2590 5.7390 -0.041 1.644 -2.067
H -11.7850 8.6030 5.4890 -0.287 -0.661 0.230
H -10.6960 9.1290 6.5420 0.386 -0.915 1.729
O -11.0880 7.6240 2.7690 2.136 -1.687 -0.256
H -11.9350 7.5880 3.1760 -1.997 0.147 1.064
H -11.0380 8.4290 2.3190 0.074 1.972 -1.038
O -14.1020 4.9220 4.4060 -0.355 -1.324 0.335
H -13.2970 4.4230 4.6610 -0.493 -0.046 -0.327
H -13.7620 5.8100 4.4190 -0.480 0.586 -0.142
O -14.6090 9.0960 5.7250 -0.834 -0.467 0.141
H -14.0010 8.4940 5.2490 -0.036 0.229 0.164
H -15.4100 8.5440 5.8080 0.521 0.430 0.088
O -15.1790 7.3410 2.8500 0.687 0.196 -0.656
H -15.8710 7.3850 3.4790 -1.363 -0.096 0.745
H -14.4020 7.2860 3.4440 0.097 -0.373 -0.450
O -10.7580 4.7230 7.0410 2.910 -0.648 0.590
H -10.0250 5.3750 7.0330 0.221 -0.987 -0.206
H -11.4010 5.3710 6.9360 -3.250 1.775 -0.081
```
Forces are in eV/Å.

Atomic partial charges in e from the natural (NBO) method, atoms 1 to 2: O -1.2747; H 0.4675

=====

4.
Here is a molecular structure, C11H19NRu in a non-equilibrium geometry from OMol25. Energies are from ωB97M-V with the def2-TZVPD basis set.

As for the net charge: -1. The value obtained for the orbital gap (alpha / beta) is 4.41 / 7.61 eV. The multiplicity is 6. The calculation puts the electronic energy at -15781.208 eV. The LUMO energy (alpha / beta) comes out at 3.88 / 3.75 eV. Its expectation value of S² is 8.765.

Geometry as XYZ:
```
32
Properties=species:S:1:pos:R:3:forces:R:3
C 0.1758 -0.3177 -3.0978 -0.571 -0.078 -0.763
C -0.1905 1.0414 -2.8835 -0.537 0.044 -1.020
C -1.3751 1.0568 -2.0936 -0.471 -0.008 -0.420
C -1.7340 -0.2898 -1.8095 -0.441 0.217 -0.401
C -0.7726 -1.1415 -2.4271 -0.294 -0.187 -0.917
Ru 0.3881 0.0706 -0.7671 -2.435 1.763 1.957
N 1.7418 -1.1136 -0.3198 3.430 -2.352 0.520
C 2.7900 -0.0319 -0.4147 0.564 -0.195 0.178
C 2.0899 1.2990 -0.7878 1.870 0.829 -0.106
H -1.8927 1.9489 -1.7357 0.202 -0.372 -0.114
H 0.3421 1.9168 -3.2557 -0.174 -0.366 0.225
H -2.5766 -0.6158 -1.1977 0.316 0.135 -0.197
H -0.7554 -2.2321 -2.3775 0.012 0.446 0.007
H 1.0560 -0.6678 -3.6405 -0.333 0.137 0.264
H 2.4761 1.7363 -1.7197 0.005 -0.088 0.253
H 3.3200 0.0487 0.5562 -0.134 -0.039 -0.282
H 2.1340 -2.0527 -0.2466 0.228 0.049 -0.014
H 2.0958 2.0370 0.0284 0.021 -0.241 -0.290
H 3.5296 -0.3049 -1.1932 -0.194 0.084 0.268
C -1.1757 -1.5182 1.7398 -0.398 -0.282 -0.012
C -1.2139 0.0049 1.8932 0.614 0.296 0.225
C -1.4522 0.3917 3.3571 -0.539 0.034 0.289
C 0.0938 0.6127 1.3869 -0.690 0.481 0.304
H -0.3489 -1.9540 2.3414 -0.396 0.239 -0.357
H -1.0233 -1.7933 0.6750 -0.024 0.053 0.623
H -2.1362 -1.9610 2.0794 0.446 0.033 -0.094
H -2.0488 0.4042 1.2776 0.245 -0.188 0.292
H -0.6322 0.0100 4.0035 -0.419 0.217 -0.368
H -1.5009 1.4971 3.4582 0.078 -0.629 0.004
H -2.4150 -0.0322 3.7136 0.317 0.179 0.120
H 0.0610 1.7198 1.4738 0.019 -0.382 0.109
H 0.9502 0.2307 1.9838 -0.315 0.170 -0.282
```
Forces are in eV/Å.

Atomic partial charges in e from the natural (NBO) method, atoms 1 to 2: C -0.3248; C -0.3304

=====

5.
Here is a single C11H17N2OP molecule in a non-equilibrium geometry from OMol25. Energies are from ωB97M-V with the def2-TZVPD basis set.

The value obtained for the orbital gap is 9.03 eV. The calculation puts the electronic energy at -25996.473 eV. The LUMO energy comes out at 0.78 eV. Its SMILES is C=CC[C@@](C#N)(OCC)[C@H](C#N)P(C)C.

Geometry as XYZ:
```
32
Properties=species:S:1:pos:R:3:forces:R:3
C 3.7949 -1.5818 0.3425 0.153 -0.273 0.172
C 2.7894 -1.1833 -0.3963 -0.014 0.231 -0.116
C 2.2018 0.1801 -0.2370 -0.283 -0.518 -0.249
C 0.6608 0.1872 -0.3279 1.528 0.521 -0.121
C 0.3114 -0.5837 -1.5242 -1.452 -1.284 -1.898
N -0.0571 -1.1664 -2.4627 0.825 0.992 1.543
O 0.2153 -0.3714 0.8604 -0.436 0.012 -0.072
C -1.0077 -1.0952 0.8083 -0.354 -0.809 0.861
C -0.7731 -2.5955 0.6474 0.432 0.879 -0.696
C 0.1790 1.6451 -0.5753 -0.650 -0.852 -0.156
C 0.9175 2.5787 0.2365 1.064 0.637 2.804
N 1.4621 3.1009 1.1251 -0.813 -0.471 -1.780
P -1.6092 2.0933 -0.3577 -0.686 2.241 -0.645
C -2.6644 1.1465 -1.5311 0.431 -0.500 0.549
C -2.1251 1.8371 1.3900 0.662 -0.258 -0.269
H 4.1213 -2.5958 0.2819 0.531 -0.417 -0.109
H 4.2835 -0.9137 1.0175 0.186 0.181 0.602
H 2.4346 -1.8717 -1.1404 -0.539 -0.099 -0.269
H 2.4378 0.5066 0.7578 0.114 0.457 0.427
H 2.6123 0.8849 -0.9445 0.137 0.257 -0.372
H -1.4765 -0.9524 1.7691 -0.063 0.302 0.399
H -1.7087 -0.7101 0.0822 0.008 0.233 -0.421
H -0.8811 -2.8660 -0.3924 -0.212 -0.407 -0.220
H 0.2627 -2.7622 0.8944 0.354 -0.333 0.346
H -1.4150 -3.1652 1.2918 -0.307 -0.348 0.155
H 0.4072 1.8726 -1.6054 -0.127 0.105 -0.549
H -3.0361 1.7987 -2.3012 0.021 0.398 -0.233
H -3.5171 0.7836 -0.9786 -0.346 -0.240 0.202
H -2.1728 0.3079 -1.9971 0.103 -0.359 -0.150
H -2.1833 2.8141 1.8333 -0.102 0.490 0.098
H -3.0937 1.3741 1.4892 -0.257 -0.360 -0.105
H -1.3706 1.3032 1.9442 0.093 -0.407 0.271
```
Forces are in eV/Å.

Atomic partial charges in e from the natural (NBO) method, atoms 1 to 2: C -0.3624; C -0.1947

=====

Among the records above, which one has the lowest electronic energy? C30H56Br3F3N3O

=====

Look up the electronic energy of the second one. -74022.230 eV

=====

electronic energy of number 5 (C11H17N2OP)? -25996.473 eV

=====

Which value of electronic energy does entry 2 give? -74022.230 eV